Record 1
A molecular structure, C34H33ClCoN4O2, computed with ωB97M-V with the def2-TZVPD basis set.

For the LUMO energy (spin up / spin down), the calculation gives 2.2 / 2.1 eV. For the HOMO energy (spin up / spin down), the calculation gives -0.064 / -0.177 hartree. The net charge is -1. The spin multiplicity is 5. For the electronic energy, the calculation gives -95997.600 eV. Its molar mass is 624.05 g/mol. The energy above the lowest of the compared OMol25 structures with the same formula, charge and spin is 0.0 kcal/mol. The calculation puts the largest force on an atom at 0.69 eV Å⁻¹.

Last column: Mulliken charge in e.
CARTESIAN COORDINATES (ANGSTROEM)
Co (1.052, 1.227, -0.886)  0.427
O (4.832, 2.171, -2.167)  -0.837
C (3.801, 1.861, -1.558)  -0.101
N (2.658, 1.412, -2.042)  0.325
C (2.530, 1.271, -3.464)  -0.810
C (1.112, 0.880, -3.810)  0.362
C (0.645, 0.979, -5.111)  -0.964
C (-0.655, 0.597, -5.399)  -0.358
C (-1.450, 0.115, -4.375)  -1.134
C (-0.916, 0.050, -3.100)  -0.411
N (0.335, 0.428, -2.814)  0.345
C (3.762, 1.983, -0.045)  0.480
C (4.892, 2.403, 0.638)  -0.566
C (4.855, 2.487, 2.018)  -0.399
C (3.684, 2.136, 2.672)  -1.426
C (2.601, 1.723, 1.917)  -0.446
N (2.624, 1.651, 0.583)  0.485
H (3.212, 0.496, -3.841)  0.328
H (2.808, 2.190, -3.992)  0.441
H (1.303, 1.355, -5.884)  0.463
H (-1.040, 0.682, -6.407)  0.411
H (-2.472, -0.193, -4.539)  0.509
H (-1.505, -0.317, -2.268)  0.598
H (5.767, 2.648, 0.053)  0.559
H (5.722, 2.813, 2.577)  0.419
H (3.603, 2.176, 3.749)  0.508
H (1.683, 1.421, 2.402)  0.662
Cl (-1.663, 2.966, -1.720)  -0.290
C (0.019, 3.023, -1.015)  -0.935
H (-0.095, 3.571, -0.077)  0.331
H (0.575, 3.670, -1.696)  0.396
N (-7.978, -4.747, -1.667)  -0.691
C (-7.000, -4.189, -1.387)  0.222
C (-5.810, -3.511, -1.049)  0.284
C (-4.553, -4.184, -1.058)  -0.734
C (-3.400, -3.528, -0.744)  -0.508
C (-3.405, -2.139, -0.395)  -0.090
C (-4.674, -1.469, -0.387)  -0.489
C (-5.825, -2.127, -0.704)  -0.777
C (-2.231, -1.439, -0.101)  1.100
C (-1.284, -0.671, 0.001)  -2.050
H (-4.528, -5.236, -1.316)  0.388
H (-2.457, -4.061, -0.757)  0.405
H (-4.702, -0.414, -0.139)  0.410
H (-6.770, -1.599, -0.697)  0.390
C (3.161, -1.918, 0.858)  -1.446
C (1.679, -2.320, 0.904)  0.777
C (1.109, -2.306, -0.512)  -1.814
C (0.954, -1.535, 1.998)  0.872
C (1.241, -1.940, 3.301)  -0.801
C (0.698, -1.302, 4.399)  -1.460
C (-0.157, -0.232, 4.203)  -0.883
C (-0.500, 0.213, 2.928)  0.362
C (-1.376, 1.463, 2.882)  0.926
C (-2.433, 1.577, 1.788)  -1.561
C (-0.485, 2.713, 2.875)  -1.233
C (0.076, -0.463, 1.848)  -0.054
O (-0.222, -0.034, 0.530)  2.277
H (3.708, -2.587, 0.191)  0.458
H (3.624, -1.956, 1.845)  0.388
H (3.269, -0.904, 0.472)  0.120
H (1.639, -3.358, 1.246)  0.665
H (1.272, -1.349, -1.012)  0.388
H (0.043, -2.529, -0.536)  -0.057
H (1.632, -3.061, -1.102)  0.506
H (1.909, -2.782, 3.446)  0.494
H (0.930, -1.641, 5.401)  0.415
H (-0.588, 0.276, 5.058)  0.413
H (-1.916, 1.453, 3.834)  0.506
H (-1.998, 1.680, 0.797)  -0.083
H (-3.033, 2.471, 1.976)  0.508
H (-3.099, 0.716, 1.782)  0.350
H (0.057, 2.790, 1.930)  -0.092
H (0.240, 2.694, 3.692)  0.318
H (-1.099, 3.609, 2.979)  0.509

Record 2
A molecular structure, C58H36I4N7OW, computed with ωB97M-V with the def2-TZVPD basis set.

For the LUMO energy (spin up / spin down), the calculation gives -3.9 / -4.8 eV. For the HOMO energy (spin up / spin down), the calculation gives -0.344 / -0.366 hartree. The net charge is +1. The spin multiplicity is 3. For the electronic energy, the calculation gives -107431.863 eV. Its molar mass is 1538.43 g/mol. The calculation puts the largest force on an atom at 0.83 eV Å⁻¹.

Last column: Mulliken charge in e.
CARTESIAN COORDINATES (ANGSTROEM)
W (-0.057, 0.215, -0.326)  2.109
I (8.024, 2.516, 4.773)  0.125
C (6.363, 2.237, 3.551)  -0.063
C (5.648, 3.336, 3.097)  -0.875
C (4.538, 3.142, 2.287)  -0.187
C (4.123, 1.861, 1.931)  -0.216
C (4.864, 0.773, 2.388)  -0.230
C (5.979, 0.952, 3.192)  -0.850
C (2.922, 1.643, 1.089)  1.686
C (1.681, 2.150, 1.410)  -0.182
C (1.312, 2.748, 2.721)  -1.308
C (0.088, 2.500, 3.201)  -1.125
C (-0.767, 1.578, 2.325)  1.103
C (-2.185, 1.130, 2.572)  0.276
C (-2.960, 1.678, 3.699)  0.576
C (-3.618, 0.850, 4.610)  -0.453
C (-4.330, 1.381, 5.674)  -0.876
C (-4.384, 2.757, 5.847)  -0.109
I (-5.458, 3.560, 7.431)  0.141
C (-3.711, 3.599, 4.970)  -0.987
C (-2.999, 3.058, 3.913)  -0.256
C (-2.628, 0.131, 1.759)  -0.103
N (-1.857, -0.596, 0.794)  0.708
C (-2.614, -1.626, 0.407)  0.114
C (-2.252, -2.650, -0.497)  1.090
C (-3.208, -3.788, -0.640)  -0.563
C (-3.376, -4.684, 0.413)  -0.094
C (-4.265, -5.743, 0.312)  -0.760
C (-5.001, -5.907, -0.855)  -0.079
I (-6.339, -7.492, -1.016)  0.136
C (-4.853, -5.021, -1.911)  -0.744
C (-3.958, -3.966, -1.798)  0.027
C (-1.097, -2.654, -1.261)  0.475
C (-0.816, -3.638, -2.275)  -1.659
C (0.316, -3.252, -2.907)  -1.907
C (0.784, -2.064, -2.261)  0.697
N (-0.088, -1.712, -1.253)  0.688
C (2.018, -1.465, -2.565)  1.001
C (2.620, -0.484, -1.805)  0.330
C (4.011, -0.126, -1.870)  -1.847
C (4.276, 0.645, -0.792)  -1.356
C (3.040, 0.847, -0.084)  -0.163
N (2.038, 0.167, -0.726)  0.638
C (2.807, -2.031, -3.701)  -0.841
C (2.772, -1.419, -4.946)  0.023
C (3.518, -1.924, -6.004)  -0.739
C (4.305, -3.049, -5.808)  -0.122
I (5.437, -3.804, -7.382)  0.135
C (4.348, -3.674, -4.568)  -0.743
C (3.599, -3.162, -3.520)  0.163
C (-3.937, -1.554, 1.019)  -1.781
C (-3.952, -0.473, 1.808)  -1.379
N (0.686, 1.989, 0.512)  -0.741
H (5.959, 4.337, 3.359)  0.393
H (4.004, 4.005, 1.907)  0.578
H (4.559, -0.231, 2.117)  0.495
H (6.543, 0.097, 3.538)  0.405
H (2.037, 3.311, 3.289)  0.610
H (-0.243, 2.862, 4.166)  0.549
H (-3.539, -0.225, 4.512)  0.576
H (-4.832, 0.723, 6.370)  0.400
H (-3.741, 4.670, 5.110)  0.427
H (-2.498, 3.726, 3.224)  0.352
H (-2.800, -4.554, 1.322)  0.521
H (-4.382, -6.436, 1.133)  0.388
H (-5.433, -5.144, -2.815)  0.402
H (-3.852, -3.266, -2.618)  0.549
H (-1.422, -4.504, -2.480)  0.609
H (0.812, -3.740, -3.729)  0.595
H (4.698, -0.453, -2.633)  0.631
H (5.219, 1.080, -0.504)  0.642
H (2.159, -0.538, -5.095)  0.562
H (3.486, -1.441, -6.970)  0.416
H (4.962, -4.551, -4.420)  0.411
H (3.629, -3.644, -2.550)  0.493
H (-4.746, -2.236, 0.817)  0.570
H (-4.785, -0.089, 2.370)  0.801
C (-1.035, 3.803, 0.977)  -1.845
C (-0.669, 2.319, 0.927)  1.662
N (-1.391, 1.673, -0.175)  0.361
N (-1.612, 2.479, -1.280)  -1.369
C (-1.118, 1.915, -2.320)  0.398
O (-0.418, 0.786, -2.154)  -0.735
C (-1.267, 2.447, -3.685)  0.274
C (-1.900, 3.669, -3.897)  -0.525
C (-2.026, 4.163, -5.183)  -0.686
C (-1.528, 3.442, -6.262)  -0.445
C (-0.901, 2.223, -6.052)  -0.665
C (-0.768, 1.725, -4.764)  -0.284
C (0.016, 0.240, 2.601)  0.816
C (0.094, -0.201, 3.921)  -0.806
C (0.763, -1.371, 4.207)  -1.027
C (1.362, -2.092, 3.177)  -1.370
C (1.242, -1.608, 1.898)  -0.408
N (0.580, -0.470, 1.634)  0.792
H (-0.704, 4.257, 0.047)  0.547
H (-0.583, 4.334, 1.807)  0.337
H (-2.121, 3.900, 1.020)  0.394
H (-2.290, 4.217, -3.050)  0.450
H (-2.516, 5.114, -5.348)  0.405
H (-1.632, 3.831, -7.266)  0.399
H (-0.517, 1.659, -6.891)  0.423
H (-0.282, 0.775, -4.586)  0.448
H (-0.372, 0.377, 4.708)  0.550
H (0.826, -1.721, 5.229)  0.508
H (1.900, -3.010, 3.362)  0.584
H (1.663, -2.118, 1.040)  0.536

Record 3
A single C2H2O2S2 molecule, computed with ωB97M-V with the def2-TZVPD basis set.

For the LUMO energy, the calculation gives -1.2 eV. For the HOMO energy, the calculation gives -0.337 hartree. The net charge is 0. For the electronic energy, the calculation gives -27871.551 eV. Its molar mass is 122.17 g/mol. The energy above the lowest of the compared OMol25 structures with the same formula, charge and spin is 1.3 kcal/mol. The calculation puts the largest force on an atom at 0.83 eV Å⁻¹.

Last column: Mulliken charge in e.
CARTESIAN COORDINATES (ANGSTROEM)
O (1.483, -1.476, -0.001)  -0.567
C (1.152, -0.314, -0.001)  0.591
O (2.009, 0.697, 0.000)  -0.402
C (-0.309, 0.159, 0.003)  0.210
S (-0.740, 1.706, 0.000)  -0.204
S (-1.469, -1.144, -0.001)  -0.161
H (2.913, 0.309, 0.001)  0.355
H (-0.558, -2.133, 0.014)  0.177